1.
Computed, not measured: C5H7N in the gas phase, with ωB97M-V/def2-TZVPD.

```
13
Properties=species:S:1:pos:R:3:forces:R:3:mulliken_charge:R:1
N -0.58016 0.35370 0.80095 0.1 0.1 0.1 -0.28
C 1.64902 0.21071 -0.26330 0.4 -0.3 -0.1 -0.41
C -0.87333 -1.01536 0.41422 0.0 -0.2 0.0 -0.35
C 0.51195 1.06041 0.11350 0.1 0.1 -0.1 -0.69
C 2.57269 -0.48791 -0.59382 -0.4 0.3 0.1 0.24
C -1.78296 0.08720 0.02923 -0.2 0.1 -0.1 -0.41
H 0.14253 1.56136 -0.79280 0.1 -0.1 0.1 0.28
H 3.39745 -1.10088 -0.88446 -0.1 0.1 0.1 0.39
H -1.78735 0.37981 -1.02253 0.0 0.0 0.2 0.25
H -2.72509 0.24697 0.54904 0.2 0.0 -0.1 0.24
H 0.86953 1.85140 0.78288 0.0 -0.1 -0.1 0.27
H -0.26831 -1.46683 -0.37032 -0.1 0.1 0.1 0.24
H -1.12597 -1.68059 1.23741 0.0 0.1 -0.2 0.23
```
Positions in Å, forces in eV/Å.

Values from the calculation:
E_HOMO in eV: -9.17
Molar mass in g/mol: 81.1
Strongest force on any atom in eV Å⁻¹: 0.505
Lowest unoccupied orbital energy in eV: 1.15
E_tot in eV: -6785.1262
SMILES: C#CCN1CC1

---

2.
Computed, not measured: C5H7N in the gas phase in a non-equilibrium geometry, with ωB97M-V/def2-TZVPD.

```
13
Properties=species:S:1:pos:R:3:forces:R:3:mulliken_charge:R:1
N -0.89059 2.04446 -0.48581 -0.6 -0.2 -0.5 -0.57
C -0.39499 -1.69953 -0.00338 -3.6 1.5 -1.3 -1.12
C 0.13738 2.67973 0.04089 0.6 -1.7 -2.0 -0.05
C 1.09113 1.66308 -0.08689 -1.4 0.1 -1.2 -0.69
C -0.04651 0.77312 -0.74659 -0.8 0.8 1.5 0.48
C -0.43517 -0.19800 0.25283 1.2 -1.6 -1.6 -0.58
H -0.37788 0.17488 1.22285 -0.4 0.4 1.7 0.41
H 0.29976 -2.08682 -0.69933 1.3 -0.1 -0.5 0.36
H -0.20036 0.36895 -1.75418 0.9 0.7 0.0 0.37
H -1.39945 -1.99478 -0.53402 1.4 0.7 0.7 0.27
H 1.87117 1.58010 0.60278 1.6 -1.1 0.5 0.37
H 0.31638 3.70638 0.14980 -0.6 1.4 1.1 0.40
H -0.47460 -2.25377 0.87765 0.4 -0.9 1.5 0.34
```
Positions in Å, forces in eV/Å.

Values from the calculation:
E_HOMO (alpha / beta) in eV: -8.43 / -7.95
Molar mass in g/mol: 81.1
Strongest force on any atom in eV Å⁻¹: 4.150
Lowest unoccupied orbital energy (alpha / beta) in eV: 0.25 / -0.32
E_tot in eV: -6783.0675

---

3.
Computed, not measured: C5H7N in the gas phase in a non-equilibrium geometry, with ωB97M-V/def2-TZVPD.

```
13
Properties=species:S:1:pos:R:3:forces:R:3:mulliken_charge:R:1
N -0.21913 -1.09209 0.79986 -0.2 0.3 -0.1 -0.28
C -1.54741 0.83920 0.79559 -0.6 0.5 0.9 0.00
C 0.33416 -1.11074 -0.58380 0.2 -0.3 -0.5 -0.37
C -1.40333 -0.49325 0.41538 -0.3 0.1 0.8 -0.97
C -1.85551 1.95282 1.15894 0.0 -0.3 0.0 0.26
C 1.41228 -0.06083 -0.81774 0.0 -0.1 -0.1 -1.02
H 0.61493 -2.11467 -0.87425 0.5 -0.3 0.0 0.38
H -0.58411 -0.88432 -1.15698 0.8 0.0 -0.7 0.38
H 2.34808 -0.27501 -0.28827 -0.2 -0.1 0.0 0.30
H 0.37030 -0.56502 1.45118 -0.1 0.1 -0.3 0.28
H -2.19388 2.89470 1.50090 0.0 0.3 0.0 0.42
H 1.08652 0.94135 -0.51506 -0.1 -0.2 0.0 0.31
H 1.63711 -0.03215 -1.88573 0.1 0.1 0.0 0.33
```
Positions in Å, forces in eV/Å.

Values from the calculation:
E_HOMO in eV: -7.96
Molar mass in g/mol: 81.1
Strongest force on any atom in eV Å⁻¹: 1.162
Lowest unoccupied orbital energy in eV: -0.25
E_tot in eV: -6782.9381

---

4.
Computed, not measured: C5H7N in the gas phase in a non-equilibrium geometry, with ωB97M-V/def2-TZVPD.

```
13
Properties=species:S:1:pos:R:3:forces:R:3:mulliken_charge:R:1
N -2.14786 1.65260 0.03835 0.0 1.7 -1.0 -0.40
C 0.50487 -0.55581 -0.24464 0.3 -0.2 -0.2 0.26
C -0.91150 -0.28091 -0.58356 0.2 -0.3 -0.4 0.06
C -1.40628 1.08847 -0.64778 -1.3 -0.8 2.3 -0.06
C -0.55489 -0.82797 0.78782 0.1 -0.1 0.0 -0.76
C 1.44451 0.61099 -0.04591 0.1 0.0 0.0 -1.39
H 0.90729 -1.40457 -0.78034 0.2 -0.1 0.2 0.38
H -0.84678 -1.85608 0.98897 0.1 0.2 -0.1 0.25
H 1.72151 1.05604 -1.00752 0.0 -0.1 0.1 0.32
H -1.49848 -0.92544 -1.22267 0.4 -0.2 -0.2 0.39
H -0.59576 -0.18045 1.66436 0.0 0.0 -0.4 0.27
H 2.35452 0.27677 0.45921 -0.1 0.1 -0.1 0.36
H 0.99068 1.39963 0.56719 0.0 -0.2 -0.1 0.34
```
Positions in Å, forces in eV/Å.

Values from the calculation:
E_HOMO in eV: -10.36
Molar mass in g/mol: 81.1
Strongest force on any atom in eV Å⁻¹: 2.759
Lowest unoccupied orbital energy in eV: 0.72
E_tot in eV: -6786.5512
SMILES: C[C@H]1C[C@H]1C#N

---

5.
Computed, not measured: C5H7N in the gas phase in a non-equilibrium geometry, with ωB97M-V/def2-TZVPD.

```
13
Properties=species:S:1:pos:R:3:forces:R:3:mulliken_charge:R:1
N -2.74724 0.03514 -0.04020 -0.1 -0.1 -0.1 -0.40
C 0.80481 -0.01139 0.02466 0.2 -1.4 -0.6 0.83
C -0.27667 -0.78699 0.07880 -1.5 -1.0 -0.6 -0.49
C 2.23479 -0.62149 -0.06731 0.5 1.4 2.4 -0.97
C 0.58201 1.45277 -0.00056 1.6 2.2 0.7 -1.10
C -1.66278 -0.34435 0.00010 1.0 0.7 0.4 0.05
H 2.61703 -0.53842 1.16734 -0.8 -0.8 -3.6 0.23
H 2.27786 -1.72208 -0.55571 0.1 2.9 1.4 0.30
H -0.26443 1.73541 -0.68414 0.6 -0.3 1.0 0.39
H 2.87940 0.24472 -0.53992 -1.0 -2.3 0.4 0.29
H 0.40314 1.82088 1.13616 0.4 -0.5 -2.8 0.24
H -0.31864 -1.86592 0.01338 0.9 -0.2 0.2 0.31
H 1.54335 1.94809 -0.46979 -1.9 -0.6 1.3 0.31
```
Positions in Å, forces in eV/Å.

Values from the calculation:
E_HOMO in eV: -9.71
Molar mass in g/mol: 81.1
Strongest force on any atom in eV Å⁻¹: 3.806
Lowest unoccupied orbital energy in eV: 0.61
E_tot in eV: -6786.3582
SMILES: CC(C)=CC#N

---

6.
Computed, not measured: C5H7N in the gas phase, with ωB97M-V/def2-TZVPD.

```
13
Properties=species:S:1:pos:R:3:forces:R:3:mulliken_charge:R:1
N -0.64163 -2.49563 -0.93380 0.2 0.7 0.0 -0.43
C 0.59136 0.61311 -1.91450 0.0 -0.4 -0.2 -1.05
C 0.09918 0.65597 0.55308 0.5 0.0 -0.1 -0.15
C 0.16045 -0.01931 -0.81665 -0.1 0.3 -0.3 0.63
C -0.29790 -1.39339 -0.90384 0.0 -0.3 -0.1 0.11
C -0.42021 -0.25108 1.65645 -0.5 0.4 0.2 -1.41
H -0.52001 1.55716 0.47783 0.1 -0.1 0.0 0.30
H 0.94134 1.64361 -1.86314 -0.1 -0.2 0.1 0.30
H -0.44245 0.28796 2.60335 0.1 0.0 0.0 0.35
H 0.20650 -1.12025 1.76542 0.2 -0.4 0.1 0.39
H -1.44422 -0.59489 1.47556 0.2 0.0 -0.1 0.37
H 0.63648 0.13329 -2.90018 -0.1 0.1 0.5 0.32
H 1.13111 0.98345 0.80042 -0.6 -0.1 -0.1 0.27
```
Positions in Å, forces in eV/Å.

Values from the calculation:
E_HOMO in eV: -10.10
Molar mass in g/mol: 81.1
Strongest force on any atom in eV Å⁻¹: 0.689
Lowest unoccupied orbital energy in eV: 0.53
E_tot in eV: -6787.6222
SMILES: C=C(C#N)CC

---

7.
Computed, not measured: C5H7N in the gas phase in a non-equilibrium geometry, with ωB97M-V/def2-TZVPD.

```
13
Properties=species:S:1:pos:R:3:forces:R:3:mulliken_charge:R:1
N 0.68730 0.14741 1.37762 -0.2 0.2 -0.5 -0.67
C -1.08480 1.55902 0.34628 0.2 -0.1 0.1 -1.25
C -0.17055 -0.46271 -0.84792 0.6 -1.8 -0.3 -0.54
C 0.83977 -1.65264 -1.34908 -1.6 2.0 0.9 -0.29
C 1.54884 -1.98551 -0.32431 0.7 -0.4 0.0 -0.36
C -0.08518 0.36420 0.36468 0.0 0.2 -0.1 1.00
H -0.52084 2.49815 0.29280 0.0 -0.2 0.1 0.32
H -1.66835 1.56690 1.27574 0.2 0.0 -0.1 0.33
H 2.05496 -1.64835 0.56409 -0.4 0.0 0.0 0.34
H -1.24980 -0.63791 -1.00867 0.6 -0.2 -0.5 0.24
H 0.79860 -2.21012 -2.31248 -0.4 0.9 0.8 0.32
H -1.80660 1.58803 -0.48187 0.4 -0.3 0.1 0.34
H 0.59073 0.87906 2.09296 -0.1 -0.2 -0.3 0.22
```
Positions in Å, forces in eV/Å.

Values from the calculation:
E_HOMO (alpha / beta) in eV: -7.99 / -8.25
Molar mass in g/mol: 81.1
Strongest force on any atom in eV Å⁻¹: 2.772
Lowest unoccupied orbital energy (alpha / beta) in eV: -0.66 / 0.17
E_tot in eV: -6783.0614

---

8.
Computed, not measured: C5H7N in the gas phase in a non-equilibrium geometry, with ωB97M-V/def2-TZVPD.

```
13
Properties=species:S:1:pos:R:3:forces:R:3:mulliken_charge:R:1
N -1.46021 1.40381 -0.31325 0.7 2.3 -0.5 -0.54
C -0.51557 0.64372 -0.00898 -4.1 -3.1 -0.1 0.69
C 0.87801 0.96213 0.34116 1.9 -0.8 2.5 -0.38
C -1.27679 -0.75377 -0.06506 3.4 1.2 0.9 -0.09
C 1.95495 0.05271 -0.32203 -1.7 0.0 0.1 -1.07
C -2.39467 -1.37260 0.10445 -1.6 1.7 -0.3 -0.66
H 1.08603 1.92267 -0.07679 -0.1 1.0 0.3 0.28
H 1.84962 0.26688 -1.41646 0.9 -0.5 0.9 0.31
H -2.40136 -2.39758 -0.04310 -0.1 -2.1 -0.3 0.27
H -3.43897 -0.93509 0.16752 1.3 0.0 0.4 0.27
H 2.89749 0.20646 0.17880 0.6 0.7 -0.6 0.35
H 1.05496 0.99339 1.54645 -0.7 -0.1 -2.9 0.27
H 1.76650 -0.99272 -0.09268 -0.4 -0.2 -0.4 0.31
```
Positions in Å, forces in eV/Å.

Values from the calculation:
E_HOMO (alpha / beta) in eV: -7.59 / -9.92
Multiplicity: 3
Molar mass in g/mol: 81.1
Strongest force on any atom in eV Å⁻¹: 5.084
Lowest unoccupied orbital energy (alpha / beta) in eV: 0.86 / -1.18
⟨S²⟩: 2.03
E_tot in eV: -6782.4576

---

9.
Computed, not measured: an isolated ion of composition C5H7N and charge +1 in a non-equilibrium geometry, with ωB97M-V/def2-TZVPD.

```
13
Properties=species:S:1:pos:R:3:forces:R:3:mulliken_charge:R:1
N 0.17558 -1.86584 0.21076 -0.8 2.2 0.0 0.00
C -0.30326 1.75872 -0.84544 -0.7 -0.8 -0.8 -1.12
C -0.08786 -0.93098 -0.84404 2.3 -2.1 0.1 -0.40
C 0.08036 0.19893 1.04975 0.5 0.9 -1.1 -0.28
C 0.18929 -1.16227 1.35156 -0.7 -1.3 0.1 -0.31
C -0.16335 0.34791 -0.31791 -0.1 1.8 2.1 0.73
H 0.46829 1.01216 1.64697 -0.7 0.0 0.4 0.40
H 0.41162 -2.83010 0.14101 -0.3 -0.7 -0.3 0.24
H 0.33985 -1.25425 -1.78533 -0.9 0.2 -0.5 0.34
H 0.01297 -1.61804 2.31808 0.8 -0.2 0.0 0.39
H -1.16644 1.82733 -1.51305 0.3 -0.1 -0.3 0.36
H 0.60143 2.06740 -1.36424 0.0 0.1 -0.1 0.30
H -0.55847 2.44903 -0.04812 0.4 -0.1 0.3 0.36
```
Positions in Å, forces in eV/Å.

Values from the calculation:
E_HOMO (alpha / beta) in eV: -15.19 / -15.05
Net charge: +1
Multiplicity: 2
Molar mass in g/mol: 81.1
Strongest force on any atom in eV Å⁻¹: 3.077
Lowest unoccupied orbital energy (alpha / beta) in eV: -4.09 / -7.68
⟨S²⟩: 0.77
E_tot in eV: -6779.6549

---

10.
Computed, not measured: a 2-piece molecular cluster, C5H7N2 overall in a non-equilibrium geometry, with ωB97M-V/def2-TZVPD.

```
14
Properties=species:S:1:pos:R:3:forces:R:3:mulliken_charge:R:1
N 1.00761 0.56566 -1.23605 -1.1 -3.5 2.8 -0.05
N -0.13731 -0.50013 0.31242 -3.7 0.5 2.7 -0.21
C -0.61864 1.92675 -0.05866 -0.7 -1.5 0.5 -0.77
C 1.50803 -0.69211 -1.16023 -1.2 -0.2 0.2 -0.16
C -1.45150 -0.74371 2.15392 1.8 -0.5 -2.2 -0.15
C -0.00768 0.72588 -0.26766 1.4 0.2 -1.0 0.53
C 0.69801 -1.37071 -0.17650 2.1 2.5 -2.3 -0.25
H -1.52082 1.82120 0.59465 1.0 1.1 -0.5 0.23
H -0.22648 2.77668 -0.62624 -0.8 -0.1 0.5 0.30
H -2.47578 -0.58484 1.81900 0.0 0.3 -0.2 0.31
H 1.36598 1.32462 -1.66612 1.6 2.7 -2.1 0.14
H 0.70352 -2.38093 0.00057 0.0 -2.1 0.7 0.45
H -1.08313 -1.77191 2.18717 -0.1 0.2 0.4 0.27
H 2.23819 -1.09647 -1.87628 -0.4 0.3 0.6 0.36
```
Positions in Å, forces in eV/Å.

Values from the calculation:
E_HOMO (alpha / beta) in eV: -14.56 / -11.78
Net charge: +1
Molar mass in g/mol: 95.1
Strongest force on any atom in eV Å⁻¹: 4.644
Lowest unoccupied orbital energy (alpha / beta) in eV: -5.71 / -7.11
E_tot in eV: -8265.3601